{
  "formula": "C29H45Cl27N3O5S2",
  "method": "wB97M-V/def2-TZVPD",
  "elements": ["C", "O", "C", "C", "C", "C", "C", "C", "C", "C", "C", "N", "C", "C", "N", "N", "C", "S", "C", "C", "O", "O", "C", "C", "C", "O", "C", "O", "C", "S", "H", "H", "H", "H", "H", "H", "H", "H", "H", "H", "H", "H", "H", "H", "H", "H", "H", "H", "H", "H", "H", "H", "H", "H", "H", "H", "H", "H", "H", "H", "H", "H", "H", "H", "H", "H", "C", "Cl", "Cl", "Cl", "H", "C", "Cl", "Cl", "Cl", "H", "C", "Cl", "Cl", "Cl", "H", "C", "Cl", "Cl", "Cl", "H", "C", "Cl", "Cl", "Cl", "H", "C", "Cl", "Cl", "Cl", "H", "C", "Cl", "Cl", "Cl", "H", "C", "Cl", "Cl", "Cl", "H", "C", "Cl", "Cl", "Cl", "H"],
  "coordinates": [[-7.2761, -0.3815, -1.5941], [-6.8295, -1.5117, -0.7342], [-5.5801, -2.0232, -1.3891], [-4.4687, -2.5577, -0.2793], [-3.4326, -3.6955, -0.8903], [-1.9742, -3.0163, -1.3457], [-2.1881, -2.0268, -2.6481], [-0.8131, -1.2642, -3.1108], [-0.5634, 0.2031, -2.4247], [-1.3469, 0.4545, -1.0073], [-1.1940, 2.0671, -0.5938], [-0.2440, 2.3023, 0.5592], [-0.5921, 2.6910, 1.9832], [-2.0385, 3.0076, 2.6873], [0.5715, 2.8168, 2.9433], [1.6714, 2.5338, 2.1211], [1.2627, 2.2391, 0.6789], [2.4708, 1.8618, -0.7021], [3.1335, 0.1116, -0.6116], [2.0862, -0.9408, 0.0884], [1.4515, -1.8036, -0.7491], [1.8128, -1.0367, 1.5308], [1.9693, -2.4102, 2.0343], [3.0987, -2.3396, 3.2595], [4.5020, -1.7740, 2.5547], [2.5894, -1.4557, 4.3205], [1.7344, -2.2807, 5.2289], [0.3881, -2.1511, 5.1914], [2.4033, -3.3400, 6.3189], [3.7450, -2.5036, 7.3909], [-6.6163, 0.5981, -1.4389], [-8.3978, -0.0803, -1.3347], [-7.2297, -0.6751, -2.7419], [-5.1885, -1.1194, -2.0428], [-5.8967, -2.9547, -2.0478], [-3.8703, -1.6668, 0.2071], [-5.1115, -3.1168, 0.5555], [-3.8820, -4.2613, -1.8236], [-3.1446, -4.4374, -0.0007], [-1.4259, -2.4987, -0.4438], [-1.3320, -3.9382, -1.7462], [-2.4874, -2.7484, -3.5509], [-3.0712, -1.2656, -2.5405], [0.1206, -1.9688, -2.9881], [-0.9127, -1.0690, -4.2836], [-0.8675, 1.0468, -3.1775], [0.6173, 0.3056, -2.2829], [-2.5050, 0.2728, -1.1014], [-0.9712, -0.2428, -0.1158], [-0.9740, 2.7217, -1.5517], [-2.2693, 2.4188, -0.2134], [-2.7520, 2.1017, 2.4604], [-1.8376, 3.0296, 3.8639], [-2.5132, 4.0502, 2.3556], [2.6490, 2.5366, 2.5297], [4.1523, 0.1185, -0.0195], [3.3313, -0.2331, -1.7350], [2.3913, -3.1797, 1.2602], [0.8990, -2.7462, 2.4355], [3.2594, -3.4556, 3.6064], [4.4763, -1.8985, 1.3706], [4.5423, -0.6181, 2.7640], [5.4092, -2.3692, 3.0325], [2.9023, -4.2032, 5.7059], [1.5567, -3.8157, 7.0065], [4.2502, -1.4810, 6.5718], [-1.0893, 5.5759, -2.9985], [-2.1363, 5.5381, -1.5696], [0.4687, 4.8081, -2.6486], [-1.8803, 4.7813, -4.3706], [-0.9066, 6.6203, -3.2640], [1.4066, -0.4912, -6.6678], [1.1403, 0.5682, -5.2727], [0.3331, -1.8988, -6.5939], [1.1624, 0.3988, -8.1804], [2.4404, -0.8447, -6.6394], [0.7423, -7.0085, 6.2223], [0.0466, -8.4814, 5.5251], [2.5014, -6.9912, 6.0114], [0.0136, -5.5692, 5.4896], [0.5238, -6.9979, 7.2932], [3.4990, -2.9547, -3.3939], [2.8032, -4.4276, -4.0910], [5.2581, -2.9375, -3.6048], [2.7703, -1.5154, -4.1265], [3.2804, -2.9442, -2.3230], [2.5544, -4.1795, -8.8294], [1.6105, -4.9119, -7.5208], [1.5278, -3.8731, -10.2406], [3.3205, -2.6794, -8.2797], [3.3404, -4.8808, -9.1211], [3.8091, 6.9259, -0.9890], [3.5429, 7.9853, 0.4060], [2.7356, 5.5182, -0.9151], [3.5649, 7.8158, -2.5016], [4.8430, 6.5723, -0.9606], [5.7169, 7.5500, 3.6145], [6.4265, 6.3444, 2.5271], [5.4144, 6.8455, 5.2118], [6.7742, 8.9655, 3.7489], [4.7611, 7.8728, 3.1940], [-6.1932, 4.9790, -0.2756], [-5.1673, 5.8471, 0.8791], [-5.9400, 5.5944, -1.9177], [-5.8715, 3.2379, -0.2071], [-7.2380, 5.1471, -0.0022], [-3.0283, 0.5579, 5.5742], [-3.9721, -0.1744, 6.8828], [-4.0548, 0.8644, 4.1630], [-2.2622, 2.0580, 6.1239], [-2.2423, -0.1433, 5.2825]],
  "forces_ev_per_angstrom": [[-0.86, 0.63, -0.24], [1.37, 1.33, -2.31], [0.23, -0.31, 0.34], [-0.97, -0.75, -0.09], [1.20, 0.91, 0.64], [-0.89, -0.75, -1.00], [0.50, -0.77, -0.55], [-0.55, 0.10, -1.02], [0.64, -0.39, 0.15], [0.25, 0.49, 0.17], [-2.12, -0.63, -0.74], [4.66, 1.48, 5.75], [1.91, 0.53, 1.93], [0.59, -0.37, -0.32], [-2.42, -1.34, -6.53], [-3.49, -0.62, -4.02], [-0.84, -0.27, 2.58], [-1.23, 0.40, 1.24], [0.24, -1.45, 1.34], [-3.48, -4.88, -3.37], [4.19, 5.34, 5.34], [1.87, 0.07, -4.09], [-0.11, -1.34, 1.75], [-0.17, -0.69, -2.63], [-0.62, 0.11, 0.71], [-1.10, -3.27, 1.32], [-6.33, 0.57, 0.25], [8.96, -0.52, -0.05], [-0.12, 0.27, -1.52], [-0.57, 0.26, -1.01], [-1.17, -2.15, -0.24], [2.49, -0.91, -0.39], [-0.16, 0.55, 2.37], [-0.41, -2.16, 1.18], [0.76, 2.00, 1.09], [-1.23, -1.77, -0.95], [1.37, 1.46, -1.70], [0.82, 1.06, 2.06], [-0.91, 1.39, -2.12], [-1.13, -1.02, -1.78], [-1.05, 2.14, 1.03], [0.55, 1.56, 1.95], [1.71, -1.44, -0.01], [-1.93, 1.42, 0.00], [0.25, -0.43, 2.65], [0.37, -1.53, 1.44], [-2.63, -0.07, -0.10], [2.35, 0.31, 0.01], [-0.65, 1.58, -1.99], [0.09, -1.29, 2.27], [2.58, -0.57, -0.54], [1.41, 2.09, 0.33], [-0.31, -0.05, -2.88], [1.18, -2.42, 0.47], [-1.62, -0.05, -0.98], [-2.15, -0.01, -1.10], [-0.79, 0.78, 2.47], [-1.05, 1.70, 1.19], [2.45, 0.65, -0.86], [-0.33, 2.29, -0.43], [0.04, -0.04, 2.68], [0.19, -2.32, -0.26], [-1.83, 1.59, -1.18], [-1.00, 1.64, 1.18], [1.91, 1.49, -1.61], [-0.84, -1.23, 0.42], [-0.17, 0.00, -0.20], [0.10, 0.05, -0.09], [-0.55, -0.01, -0.40], [0.10, 0.12, 0.21], [-0.03, -0.36, 0.11], [-0.12, -0.06, -0.40], [-0.14, 0.45, -0.33], [0.16, 0.34, -0.05], [0.07, -0.13, 0.26], [-0.43, 0.14, 0.00], [-0.16, -0.20, 0.01], [0.12, 0.25, 0.16], [-0.11, -0.03, 0.07], [0.01, -0.13, 0.08], [0.09, 0.00, -0.37], [0.05, -0.28, 0.01], [0.09, 0.29, 0.17], [-0.14, 0.03, 0.09], [0.39, -0.46, 0.64], [-0.03, 0.03, -0.35], [-0.15, -0.16, -0.10], [0.19, -0.10, -0.23], [0.19, -0.04, 0.22], [0.18, -0.20, -0.13], [-0.26, 0.28, 0.12], [0.29, 0.15, -0.03], [0.02, -0.14, -0.16], [0.57, 0.23, 0.41], [0.04, -0.20, 0.26], [-0.35, 0.13, 0.01], [-0.04, 0.20, 0.08], [-0.10, 0.07, 0.03], [-0.02, 0.07, -0.22], [-0.21, -0.23, -0.06], [0.34, -0.14, 0.13], [-0.08, 0.11, -0.14], [-0.09, -0.08, -0.08], [-0.08, -0.10, 0.26], [-0.03, 0.11, 0.04], [0.37, -0.08, -0.07], [0.04, -0.27, 0.18], [0.21, 0.14, -0.28], [-0.16, -0.26, 0.24], [-0.03, -0.17, 0.11], [-0.23, 0.23, 0.10]],
  "mulliken_charge": [-0.40, -0.38, -0.15, -0.22, -0.67, 0.04, -0.41, 0.38, 0.04, 0.39, -0.05, 0.63, 0.45, -0.41, -0.57, 0.29, -0.26, -0.04, -0.24, 0.08, -0.45, 0.09, -0.68, 0.45, -0.80, -0.25, 0.40, -0.54, -0.23, -0.20, 0.05, 0.24, 0.31, 0.23, 0.13, -0.02, 0.32, 0.31, 0.30, -0.07, 0.28, 0.40, -0.32, -0.21, -0.03, 0.54, -0.46, -0.03, -0.17, -0.54, 0.22, 0.11, 0.08, 0.20, 0.26, 0.46, 0.07, 0.35, 0.26, 0.21, 0.09, 0.17, 0.34, 0.08, 0.32, 0.14, -0.13, -0.07, -0.05, -0.12, 0.41, -0.02, -0.03, -0.04, -0.13, 0.19, 0.02, -0.12, -0.13, -0.08, 0.31, 0.51, -0.11, -0.13, -0.04, -0.22, -0.05, -0.10, -0.11, -0.08, 0.37, -0.05, -0.12, 0.00, -0.12, 0.29, 0.23, -0.13, -0.12, -0.11, 0.13, -0.11, -0.12, -0.10, -0.08, 0.39, 0.43, -0.12, -0.11, -0.16, -0.02],
  "lumo_energy_ev": -3.976,
  "total_energy_ev": -405265.3456,
  "max_force_ev_per_a": 9.0,
  "charge": 1,
  "gap_ev": 7.36
}